No. 1
Entry from the Open Molecules 2025 dataset: a molecular structure, C49H75Ge2N8O2P2Pt (ωB97M-V/def2-TZVPD).

Summary:
E (Eh): -7456.19772
Expectation value of S²: 3.759
HOMO (alpha / beta) (hartree): -0.4286 / -0.4532
F_max (eV/A): 1.04
Spin multiplicity: 4
Energy relative to the best compared isomer or geometry (same formula, charge and spin) (kJ/mol): 44.8
Total charge: +2

Positions of all 139 atoms, in Å:
Pt (0.25573, 0.04598, 0.05997)
C (-2.43939, -0.07481, 3.53183)
C (-3.46056, -0.90529, 3.09951)
C (-3.47759, -1.31644, 1.77752)
C (-2.48005, -0.87858, 0.92254)
N (-1.50134, -0.07441, 1.34846)
C (-1.47080, 0.30601, 2.62515)
C (-2.37691, -1.33002, -0.48693)
C (-3.46524, -1.76019, -1.22709)
C (-3.26509, -2.21240, -2.52290)
C (-1.98310, -2.22130, -3.04926)
C (-0.94716, -1.74383, -2.26754)
N (-1.14589, -1.31148, -1.02003)
H (-2.39335, 0.27176, 4.55668)
H (-4.22363, -1.24710, 3.78870)
H (-4.23792, -1.99990, 1.42141)
H (-0.64566, 0.94918, 2.90477)
H (-4.46015, -1.71992, -0.80241)
H (-4.10535, -2.55070, -3.11786)
H (-1.78668, -2.58589, -4.04995)
H (0.07473, -1.69342, -2.62978)
O (1.59893, 0.41651, -1.71421)
P (2.89201, 1.10469, -2.08239)
N (2.60164, 2.14855, -3.32484)
C (3.71609, 2.72582, -4.12612)
C (3.03757, 3.19647, -5.40995)
C (1.92086, 2.17050, -5.60919)
C (1.40194, 1.96444, -4.19147)
N (3.57826, 1.88963, -0.81113)
C (4.72210, 2.82374, -0.93168)
C (5.11868, 3.11828, 0.52015)
C (3.83578, 2.84539, 1.31308)
C (3.27241, 1.63151, 0.60089)
N (4.09460, 0.11989, -2.62426)
C (3.81527, -0.71778, -3.81148)
C (4.99815, -1.67255, -3.82984)
C (5.18992, -1.98375, -2.34129)
C (4.90095, -0.65227, -1.64058)
H (4.47555, 1.96798, -4.33910)
H (4.19944, 3.54641, -3.60240)
H (3.73822, 3.24289, -6.24221)
H (2.60793, 4.19064, -5.26525)
H (2.33167, 1.23965, -6.00803)
H (1.13886, 2.51687, -6.28368)
H (0.65567, 2.72794, -3.95471)
H (0.94396, 0.98769, -4.03456)
H (4.40266, 3.73848, -1.43276)
H (5.54331, 2.38743, -1.50554)
H (5.49004, 4.13523, 0.63497)
H (5.90744, 2.43233, 0.84045)
H (3.13481, 3.67483, 1.22631)
H (4.02261, 2.66239, 2.37314)
H (2.20880, 1.52403, 0.76723)
H (3.77844, 0.72131, 0.95602)
H (3.74474, -0.10690, -4.71276)
H (2.87576, -1.27288, -3.69539)
H (5.87713, -1.16428, -4.23052)
H (4.80460, -2.56115, -4.42996)
H (6.18689, -2.35859, -2.11417)
H (4.46443, -2.73213, -2.02864)
H (5.82295, -0.10947, -1.42124)
H (4.36178, -0.80405, -0.70157)
O (-0.07552, 2.51563, 0.58336)
P (-0.87750, 3.68755, 0.08219)
N (0.07208, 4.84952, -0.59276)
C (0.24693, 6.24788, -0.14360)
C (1.18864, 6.85085, -1.19295)
C (1.94816, 5.64505, -1.75575)
C (0.87581, 4.56348, -1.79278)
N (-1.92646, 3.18081, -1.10778)
C (-1.53070, 2.09152, -2.00712)
C (-2.73751, 1.90328, -2.91493)
C (-3.92153, 2.28262, -2.01885)
C (-3.37777, 3.42429, -1.15950)
N (-1.70733, 4.46805, 1.25476)
C (-1.89325, 3.88459, 2.60277)
C (-3.12193, 4.61309, 3.17936)
C (-3.81199, 5.24538, 1.96384)
C (-2.63276, 5.60323, 1.07100)
H (0.68425, 6.28245, 0.85809)
H (-0.69837, 6.78853, -0.11373)
H (1.84705, 7.60095, -0.75917)
H (0.60874, 7.32471, -1.98698)
H (2.75034, 5.36069, -1.07284)
H (2.37982, 5.83660, -2.73789)
H (1.28448, 3.55129, -1.76491)
H (0.27012, 4.67197, -2.70371)
H (-1.31665, 1.17458, -1.44441)
H (-0.62453, 2.33058, -2.56085)
H (-2.80830, 0.88730, -3.30461)
H (-2.67368, 2.59194, -3.76003)
H (-4.20842, 1.43749, -1.38832)
H (-4.79159, 2.59598, -2.59148)
H (-3.81876, 3.42450, -0.16335)
H (-3.59524, 4.39036, -1.62477)
H (-1.00631, 4.04305, 3.22058)
H (-2.06268, 2.81540, 2.52462)
H (-2.80435, 5.39557, 3.86924)
H (-3.77613, 3.93205, 3.72034)
H (-4.40974, 6.11592, 2.22730)
H (-4.46117, 4.52058, 1.47047)
H (-2.17025, 6.52489, 1.43530)
H (-2.89281, 5.74170, 0.02244)
C (4.77350, -0.01273, 3.09137)
Ge (3.08506, -0.87301, 3.56908)
C (3.47099, -2.44134, 4.66437)
C (1.94664, 0.44901, 4.45941)
Ge (1.53257, -1.60481, 1.39184)
C (2.75888, -2.94741, 0.61939)
C (4.03251, -3.22920, 1.11562)
C (4.74993, -4.32228, 0.64361)
C (4.20083, -5.14142, -0.33424)
C (2.94806, -4.84927, -0.85685)
C (2.23655, -3.74897, -0.39553)
C (0.28538, -2.77075, 2.41907)
C (0.13641, -2.79084, 3.80669)
C (-0.72663, -3.69230, 4.42165)
C (-1.46490, -4.58104, 3.65318)
C (-1.34245, -4.55921, 2.26992)
C (-0.48075, -3.65719, 1.65780)
H (5.38517, -0.07278, 3.99738)
H (4.62234, 1.03407, 2.82915)
H (5.30469, -0.51551, 2.28287)
H (3.66705, -2.05813, 5.67149)
H (4.36512, -2.93769, 4.28881)
H (2.65405, -3.15871, 4.70474)
H (2.58403, 0.92342, 5.21266)
H (1.09000, -0.01048, 4.95233)
H (1.60203, 1.21140, 3.75736)
H (4.47653, -2.61029, 1.88385)
H (5.73216, -4.53817, 1.04682)
H (4.75004, -6.00335, -0.69333)
H (2.52220, -5.48163, -1.62655)
H (1.26485, -3.52678, -0.82647)
H (0.70441, -2.11104, 4.42985)
H (-0.81005, -3.70783, 5.50247)
H (-2.13034, -5.29276, 4.12945)
H (-1.91180, -5.25452, 1.66331)
H (-0.39048, -3.66623, 0.57604)

These are the Löwdin partial charges, in e, on atoms 1 to 99:
1. Pt 0.91
2. C -0.02
3. C -0.01
4. C 0.02
5. C -0.21
6. N -0.03
7. C -0.14
8. C -0.22
9. C 0.01
10. C -0.02
11. C -0.02
12. C -0.10
13. N -0.02
14. H 0.12
15. H 0.13
16. H 0.12
17. H 0.10
18. H 0.12
19. H 0.13
20. H 0.12
21. H 0.11
22. O -0.41
23. P 0.56
24. N -0.17
25. C -0.18
26. C -0.15
27. C -0.16
28. C -0.19
29. N -0.17
30. C -0.17
31. C -0.14
32. C -0.16
33. C -0.23
34. N -0.18
35. C -0.19
36. C -0.15
37. C -0.15
38. C -0.16
39. H 0.11
40. H 0.10
41. H 0.12
42. H 0.11
43. H 0.11
44. H 0.12
45. H 0.08
46. H 0.10
47. H 0.09
48. H 0.12
49. H 0.12
50. H 0.12
51. H 0.12
52. H 0.10
53. H 0.04
54. H 0.07
55. H 0.10
56. H 0.12
57. H 0.12
58. H 0.12
59. H 0.12
60. H 0.09
61. H 0.12
62. H 0.09
63. O -0.35
64. P 0.56
65. N -0.18
66. C -0.17
67. C -0.15
68. C -0.16
69. C -0.20
70. N -0.16
71. C -0.21
72. C -0.14
73. C -0.15
74. C -0.18
75. N -0.18
76. C -0.17
77. C -0.15
78. C -0.16
79. C -0.20
80. H 0.12
81. H 0.09
82. H 0.12
83. H 0.12
84. H 0.10
85. H 0.11
86. H 0.08
87. H 0.12
88. H 0.06
89. H 0.07
90. H 0.10
91. H 0.12
92. H 0.10
93. H 0.12
94. H 0.09
95. H 0.12
96. H 0.12
97. H 0.08
98. H 0.11
99. H 0.11

***

No. 2
Entry from the Open Molecules 2025 dataset: 2 unconnected molecules or ions with the total composition C6H17N2 (ωB97M-V/def2-TZVPD).

Summary:
E (Eh): -347.97313
HOMO (hartree): -0.4969
F_max (eV/A): 5.22
Spin multiplicity: 1
Energy relative to the best compared isomer or geometry (same formula, charge and spin) (kJ/mol): 309.1
Total charge: +1

Positions of all 25 atoms, in Å:
C (-0.92702, 0.70901, 1.53027)
C (-0.70710, 1.70044, -0.84413)
C (2.03664, 0.60646, 0.42695)
C (1.61472, -1.12567, -1.08137)
C (-1.66614, -0.64318, -0.42739)
C (-0.93870, 0.59839, 0.02433)
N (1.12809, -0.43751, 0.06710)
N (-1.39839, -1.88193, 0.22829)
H (-1.93958, 0.84547, 1.89670)
H (-0.53388, -0.10035, 2.05042)
H (-0.49269, 1.67048, 1.81060)
H (-1.43797, 1.79539, -1.69493)
H (-0.61692, 2.63978, -0.30425)
H (0.27773, 1.57414, -1.29004)
H (2.28657, 0.84915, 1.48913)
H (3.01713, 0.43306, 0.03022)
H (1.72708, 1.55027, 0.01306)
H (0.81682, -1.39332, -1.80565)
H (2.30621, -0.34578, -1.57854)
H (2.16600, -1.93993, -0.85679)
H (-1.42905, -1.01786, -1.48958)
H (-2.68693, -0.39304, -0.09895)
H (-1.79061, -2.64616, -0.21378)
H (-1.71443, -1.96080, 1.25894)
H (0.90240, -1.08649, 0.85940)

The computed natural (NBO) charges, all in e, follow:
1. C -0.73
2. C -0.77
3. C -0.45
4. C -0.40
5. C -0.34
6. C 0.53
7. N -0.53
8. N -0.84
9. H 0.27
10. H 0.24
11. H 0.25
12. H 0.29
13. H 0.25
14. H 0.30
15. H 0.24
16. H 0.22
17. H 0.19
18. H 0.21
19. H 0.21
20. H 0.22
21. H 0.25
22. H 0.25
23. H 0.39
24. H 0.37
25. H 0.42

***

No. 3
Entry from the Open Molecules 2025 dataset: 8 unconnected molecules or ions with the total composition C48H49F2IN9O6PS (ωB97M-V/def2-TZVPD).

Summary:
E (Eh): -4039.52917
HOMO (hartree): -0.3024
Structure (SMILES): CCP(C)c1c(N(C(=O)F)C(=O)F)cc(S)c2c1C(=O)c1c(CON=O)cc(I)cc1C2=O.c1cc[nH]c1.c1cc[nH]c1.c1cc[nH]c1.c1cc[nH]c1.c1cc[nH]c1.c1cc[nH]c1.c1cc[nH]c1
F_max (eV/A): 1.62
Spin multiplicity: 1
Energy relative to the best compared isomer or geometry (same formula, charge and spin) (kJ/mol): 0.0
Total charge: 0

Positions of all 117 atoms, in Å:
C (2.18940, 0.32959, -5.13217)
C (2.76875, -0.56712, -4.02918)
P (3.37543, 0.31881, -2.50835)
C (2.58561, 1.96752, -2.34548)
C (2.62891, -0.69421, -1.13275)
C (3.53193, -1.38756, -0.30847)
N (4.94841, -1.19284, -0.61690)
C (5.51910, -0.11872, 0.13060)
O (5.44049, 0.06018, 1.28856)
F (6.18104, 0.69362, -0.64880)
C (5.77732, -2.35185, -0.62870)
O (6.35921, -2.70335, -1.57780)
F (5.92423, -3.04460, 0.50022)
C (3.06723, -2.18334, 0.72379)
C (1.70842, -2.36885, 0.94420)
S (1.19957, -3.42393, 2.27996)
C (0.80415, -1.69190, 0.12937)
C (1.25601, -0.83136, -0.88279)
C (0.17464, -0.12357, -1.66234)
O (0.22901, 0.11217, -2.84160)
C (-1.05995, 0.24606, -0.87692)
C (-1.81541, 1.41297, -1.07428)
C (-1.49230, 2.48398, -2.08289)
O (-0.32270, 3.20975, -1.73055)
N (-0.66679, 4.39216, -1.05452)
O (0.27636, 4.91042, -0.60817)
C (-2.93107, 1.61906, -0.27156)
C (-3.32891, 0.70302, 0.69031)
I (-5.00331, 1.03715, 1.89879)
C (-2.60408, -0.45419, 0.88690)
C (-1.47913, -0.64867, 0.09792)
C (-0.67181, -1.87936, 0.28816)
O (-1.19475, -2.93774, 0.51224)
H (2.96631, 0.57861, -5.84859)
H (1.65376, 1.19512, -4.76363)
H (1.46087, -0.26450, -5.68126)
H (2.04804, -1.32257, -3.73228)
H (3.64041, -1.07329, -4.43004)
H (3.32419, 2.59933, -1.85844)
H (2.34968, 2.43399, -3.29450)
H (1.73022, 1.95756, -1.68837)
H (3.74245, -2.69315, 1.38749)
H (1.65003, -4.58155, 1.77089)
H (-2.32167, 3.19114, -2.08276)
H (-1.41951, 2.09402, -3.09051)
H (-3.50633, 2.52695, -0.39207)
H (-2.87043, -1.20506, 1.61433)
N (4.97270, -6.03832, 0.94721)
C (4.89052, -5.41976, 2.16302)
C (3.96049, -6.08644, 2.91556)
C (3.45256, -7.14653, 2.11504)
C (4.09447, -7.08470, 0.90702)
H (5.57342, -5.75540, 0.19404)
H (5.49027, -4.55715, 2.39239)
H (3.66624, -5.83321, 3.92042)
H (2.69433, -7.86079, 2.38894)
H (3.99706, -7.69075, 0.02276)
N (-4.38275, -1.40899, 4.92874)
C (-3.10346, -1.89050, 4.99406)
C (-3.02801, -2.73913, 6.06557)
C (-4.31407, -2.77244, 6.66960)
C (-5.12712, -1.94308, 5.94437)
H (-4.72018, -0.76213, 4.23894)
H (-2.35871, -1.58931, 4.27656)
H (-2.14990, -3.27647, 6.38181)
H (-4.60718, -3.34055, 7.53631)
H (-6.16632, -1.68874, 6.06337)
N (-0.45032, -5.99833, -2.00807)
C (0.48485, -6.39599, -2.92423)
C (1.71824, -6.28250, -2.34041)
C (1.51737, -5.80090, -1.01743)
C (0.16939, -5.63527, -0.84302)
H (-1.44022, -5.97560, -2.16626)
H (0.19405, -6.72366, -3.90744)
H (2.65941, -6.51946, -2.80851)
H (2.27500, -5.59947, -0.27925)
H (-0.39840, -5.29259, 0.00625)
N (-5.51733, 1.98219, -2.52936)
C (-4.80283, 2.39062, -3.62346)
C (-5.41907, 3.50061, -4.13605)
C (-6.54868, 3.77319, -3.31735)
C (-6.58138, 2.81983, -2.33532)
H (-5.29383, 1.18761, -1.95829)
H (-3.92332, 1.85699, -3.94232)
H (-5.09795, 4.05556, -5.00139)
H (-7.25521, 4.57689, -3.43712)
H (-7.26596, 2.66642, -1.51884)
N (2.84134, 0.97542, -9.23898)
C (3.99950, 1.21900, -9.92614)
C (4.44945, 0.02661, -10.42544)
C (3.52437, -0.97638, -10.02589)
C (2.54373, -0.35891, -9.29770)
H (2.29442, 1.66877, -8.76406)
H (4.40162, 2.21468, -9.99988)
H (5.34177, -0.11285, -11.01197)
H (3.57452, -2.02887, -10.24843)
H (1.66393, -0.75160, -8.81749)
N (-1.49119, 4.39446, 2.66456)
C (-2.77267, 4.08065, 3.02778)
C (-3.05618, 4.75569, 4.18468)
C (-1.89961, 5.50761, 4.53138)
C (-0.95357, 5.26455, 3.57303)
H (-1.01631, 4.04066, 1.85517)
H (-3.37085, 3.40768, 2.43642)
H (-3.98968, 4.71485, 4.72186)
H (-1.77748, 6.15309, 5.38591)
H (0.05103, 5.63379, 3.46011)
N (-3.04977, 6.19892, 8.22713)
C (-3.11624, 7.47587, 8.71512)
C (-2.18948, 7.59083, 9.71578)
C (-1.53541, 6.33386, 9.83348)
C (-2.08712, 5.49783, 8.90068)
H (-3.61914, 5.83205, 7.48748)
H (-3.81379, 8.18867, 8.31016)
H (-1.99953, 8.47649, 10.29836)
H (-0.74992, 6.07511, 10.52331)
H (-1.87893, 4.46983, 8.65863)

These are the Löwdin partial charges, in e, on atoms 1 to 99:
1. C -0.16
2. C -0.40
3. P 1.02
4. C -0.27
5. C -0.19
6. C -0.18
7. N 0.06
8. C -0.52
9. O 0.22
10. F 0.17
11. C -0.47
12. O 0.23
13. F 0.14
14. C -0.01
15. C -0.48
16. S 0.86
17. C -0.09
18. C -0.05
19. C -0.26
20. O 0.13
21. C -0.01
22. C -0.11
23. C -0.15
24. O -0.09
25. N -0.02
26. O 0.08
27. C -0.10
28. C -0.67
29. I 0.99
30. C -0.06
31. C -0.08
32. C -0.31
33. O 0.11
34. H 0.06
35. H 0.04
36. H 0.07
37. H 0.06
38. H 0.06
39. H 0.03
40. H 0.04
41. H 0.01
42. H 0.10
43. H -0.13
44. H 0.11
45. H 0.13
46. H 0.11
47. H 0.11
48. N 0.02
49. C -0.16
50. C -0.12
51. C -0.11
52. C -0.16
53. H 0.14
54. H 0.10
55. H 0.09
56. H 0.09
57. H 0.11
58. N 0.00
59. C -0.14
60. C -0.11
61. C -0.11
62. C -0.14
63. H 0.04
64. H 0.10
65. H 0.09
66. H 0.09
67. H 0.10
68. N 0.01
69. C -0.14
70. C -0.11
71. C -0.11
72. C -0.14
73. H 0.14
74. H 0.10
75. H 0.09
76. H 0.06
77. H 0.09
78. N 0.00
79. C -0.15
80. C -0.10
81. C -0.10
82. C -0.14
83. H 0.13
84. H 0.10
85. H 0.09
86. H 0.09
87. H 0.11
88. N 0.00
89. C -0.14
90. C -0.11
91. C -0.11
92. C -0.15
93. H 0.14
94. H 0.10
95. H 0.09
96. H 0.09
97. H 0.10
98. N 0.01
99. C -0.16